Entry 1:
{"formula": "C3H6N4", "method": "ωB97M-V/def2-TZVPD", "lumo_ev": 0.76, "gap_ha": 0.3284, "smiles": "[H]/N=c1/cc[nH]n1N", "symbols": ["H", "N", "C", "C", "C", "N", "N", "N", "H", "H", "H", "H", "H"], "xyz": [[-1.924, 1.243, -0.189], [-1.097, 1.797, 0.055], [-0.144, 1.010, -0.209], [1.319, 1.129, 0.025], [1.746, -0.085, -0.009], [0.739, -1.026, 0.153], [-0.429, -0.365, -0.437], [-1.628, -0.766, 0.085], [1.725, 2.070, 0.196], [2.652, -0.631, -0.128], [0.827, -2.122, -0.298], [-2.075, -1.423, -0.477], [-1.711, -0.831, 1.232]], "nbo_charge": [0.350, -0.680, 0.371, -0.337, 0.019, -0.452, -0.156, -0.687, 0.243, 0.214, 0.373, 0.374, 0.368]}



Entry 2:
{"formula": "C7H8BeFNO6S2", "method": "ωB97M-V/def2-TZVPD", "lumo_ev": -13.59, "gap_ha": 0.1048, "total_charge": 2, "symbols": ["C", "C", "C", "C", "C", "O", "C", "N", "S", "O", "O", "F", "C", "O", "S", "O", "O", "H", "H", "H", "H", "H", "H", "H", "H", "Be"], "xyz": [[-2.563, -0.835, 3.070], [-2.169, 0.239, 2.071], [-0.835, -0.090, 1.118], [-0.975, 0.478, -0.412], [0.371, 0.350, -1.337], [0.165, 1.297, -2.484], [1.192, 1.100, -3.517], [2.031, 0.864, -4.505], [0.387, -1.398, -2.044], [-0.640, -1.530, -3.235], [1.830, -1.877, -2.471], [-0.139, -2.603, -0.890], [1.768, 0.808, -0.616], [1.996, 0.254, 0.727], [0.745, 0.725, 1.821], [0.485, 2.275, 1.665], [1.021, 0.328, 3.293], [-3.674, -1.247, 3.010], [-1.767, -1.281, 3.835], [-2.795, 1.227, 1.995], [-0.666, -1.244, 1.213], [-1.420, 1.585, -0.405], [-1.816, -0.180, -0.941], [1.851, 1.996, -0.541], [2.717, 0.488, -1.266], [2.902, -1.730, 0.846]], "mulliken_charge": [-0.474, -0.202, 0.203, -1.433, 0.913, -0.305, 0.425, -0.318, 1.051, -0.436, -0.451, -0.295, -0.874, -0.237, 1.012, -0.509, -0.508, 0.334, 0.320, 0.410, 0.466, 0.488, 0.453, 0.348, 0.500, 1.120]}



Entry 3:
{"formula": "C4H10NO3P", "method": "ωB97M-V/def2-TZVPD", "lumo_ev": 0.79, "gap_ha": 0.3419, "smiles": "COP(OCN)C(C)=O", "symbols": ["C", "O", "P", "O", "C", "N", "C", "C", "O", "H", "H", "H", "H", "H", "H", "H", "H", "H", "H"], "xyz": [[2.173, 0.692, -1.449], [1.084, 0.559, -0.532], [0.289, -0.938, -0.525], [-0.577, -0.886, 0.849], [-0.167, -1.278, 2.133], [0.254, -0.370, 3.116], [-1.042, -0.364, -1.800], [-2.012, 0.812, -1.304], [-0.829, -0.685, -2.943], [2.761, 1.533, -0.965], [1.910, 1.076, -2.368], [2.752, -0.173, -1.427], [0.664, -2.163, 2.031], [-1.101, -1.702, 2.630], [-0.387, 0.494, 3.424], [1.164, 0.111, 2.810], [-2.731, 0.933, -2.181], [-2.680, 0.639, -0.486], [-1.523, 1.708, -1.010]], "nbo_charge": [-0.249, -0.818, 1.240, -0.828, 0.089, -0.846, 0.335, -0.740, -0.522, 0.185, 0.183, 0.185, 0.166, 0.177, 0.378, 0.359, 0.226, 0.236, 0.245]}



Which formula does entry 2 have?
C7H8BeFNO6S2